{"formula": "C47H57FeN6P", "method": "ωB97M-V/def2-TZVPD", "species": ["Fe", "C", "C", "N", "C", "C", "N", "C", "C", "C", "C", "C", "N", "C", "C", "N", "C", "C", "N", "C", "C", "C", "N", "C", "C", "H", "H", "H", "H", "H", "H", "H", "H", "H", "H", "H", "H", "C", "C", "C", "C", "C", "C", "C", "C", "C", "C", "C", "C", "C", "C", "C", "C", "C", "C", "C", "C", "C", "P", "C", "C", "C", "C", "C", "C", "C", "C", "H", "H", "H", "H", "H", "H", "H", "H", "H", "H", "H", "H", "H", "H", "H", "H", "H", "H", "H", "H", "H", "H", "H", "H", "H", "H", "H", "H", "H", "H", "H", "H", "H", "H", "H", "H", "H", "H", "H", "H", "H", "H", "H", "H", "H"], "coordinates": [[0.16391, -0.19757, -0.38894], [-2.58367, -1.52022, 2.90683], [-1.43381, -1.25331, 2.17718], [-1.49268, -0.82518, 0.92018], [-2.71025, -0.69141, 0.37376], [-3.85190, -0.94965, 1.12479], [-3.78763, -1.35502, 2.38236], [-2.73361, -0.29645, -1.04947], [-3.88594, -0.12179, -1.78791], [-3.79818, 0.23677, -3.13721], [-2.51923, 0.39663, -3.68048], [-1.40678, 0.21037, -2.88515], [-1.51609, -0.12792, -1.58967], [-0.01212, 0.37825, -3.35005], [0.32887, 0.61185, -4.67632], [1.58446, 0.77779, -5.06258], [2.52048, 0.70653, -4.12935], [2.20371, 0.44942, -2.80129], [0.94345, 0.29118, -2.40822], [-5.00973, 0.43680, -3.95096], [-5.04768, 1.40824, -4.94529], [-6.21929, 1.56607, -5.67272], [-7.29818, 0.81973, -5.47569], [-7.25822, -0.11669, -4.53616], [-6.14337, -0.34148, -3.74079], [-2.52821, -1.87298, 3.92815], [-0.45573, -1.37703, 2.60790], [-4.84360, -0.83651, 0.70968], [-4.85624, -0.23763, -1.32922], [-2.41765, 0.65240, -4.72375], [-0.42140, 0.66076, -5.45298], [3.54863, 0.84388, -4.43729], [2.97818, 0.36589, -2.05433], [-4.21007, 2.06414, -5.13727], [-6.29076, 2.32407, -6.44191], [-8.15076, -0.71541, -4.41171], [-6.16434, -1.13732, -3.00961], [-3.38907, 2.82087, 1.54210], [-2.38551, 2.46562, 2.63499], [-2.23876, 3.63725, 3.61762], [-1.02740, 2.06647, 2.11221], [-0.09085, 1.48591, 2.97047], [1.15511, 1.05990, 2.53933], [2.27562, 0.92968, 3.55316], [1.84824, 0.50971, 4.96082], [2.91691, 2.33077, 3.64286], [1.46138, 1.10248, 1.13778], [0.68780, 2.03968, 0.36660], [-0.58593, 2.39230, 0.83236], [1.26746, 2.87977, -0.76328], [1.85814, 4.13761, -0.09589], [0.25641, 3.33669, -1.81660], [2.71440, 0.44551, 0.57521], [3.85723, 1.23014, 0.38065], [5.01980, 0.73722, -0.18062], [5.08000, -0.58225, -0.60658], [3.97383, -1.38701, -0.43966], [2.78916, -0.91448, 0.16496], [1.53106, -2.22627, 0.44070], [1.98535, -3.18554, 2.00728], [0.92046, -4.23641, 2.33721], [2.13669, -2.22480, 3.17334], [3.36816, -3.83525, 1.81521], [1.25688, -3.42578, -1.01283], [-0.23564, -3.80705, -0.92422], [2.11682, -4.69492, -1.00198], [1.46056, -2.74188, -2.35861], [-4.38031, 2.93311, 1.97770], [-3.44672, 2.05690, 0.76446], [-3.13976, 3.77024, 1.06708], [-2.76879, 1.60710, 3.20035], [-1.84250, 4.51287, 3.10321], [-1.57619, 3.39872, 4.44684], [-3.21147, 3.89730, 4.03002], [-0.32708, 1.42320, 4.02416], [3.04362, 0.26047, 3.17138], [1.38532, 1.34360, 5.48841], [2.72534, 0.22376, 5.53814], [1.14891, -0.32408, 4.97992], [2.19158, 3.05931, 4.00419], [3.29768, 2.67806, 2.68433], [3.74859, 2.30189, 4.34536], [-1.19613, 3.03107, 0.21078], [2.09015, 2.34869, -1.23572], [1.06337, 4.73324, 0.35343], [2.35555, 4.74960, -0.84764], [2.57496, 3.90596, 0.68802], [-0.31430, 4.19385, -1.45952], [-0.45853, 2.56536, -2.09127], [0.77980, 3.66321, -2.71456], [3.83353, 2.26365, 0.68870], [5.87751, 1.38687, -0.28537], [5.98097, -0.98254, -1.04893], [4.03031, -2.42065, -0.75828], [-0.07193, -3.80251, 2.46697], [1.20161, -4.69539, 3.28590], [0.86129, -5.03539, 1.60606], [1.27630, -1.58333, 3.32658], [3.02048, -1.60841, 3.04625], [2.27595, -2.81039, 4.08301], [3.40609, -4.59269, 1.04223], [3.60945, -4.32533, 2.76076], [4.14134, -3.08989, 1.63443], [-0.50547, -4.29434, 0.00393], [-0.45442, -4.50303, -1.73536], [-0.87980, -2.93274, -1.05658], [1.93824, -5.33027, -0.14165], [3.18454, -4.48931, -1.08066], [1.83678, -5.27181, -1.88474], [0.69078, -1.99722, -2.54077], [1.34920, -3.49864, -3.13589], [2.44527, -2.29324, -2.47477]], "mulliken_charge": [0.92, -1.06, -0.53, 0.96, 0.04, -0.30, -0.52, -0.36, -0.63, -0.08, -0.47, 0.12, 0.88, -0.46, -0.37, -0.51, -0.92, -0.54, 0.95, 0.15, -0.57, -0.50, -0.51, -0.48, -0.53, 0.48, 0.26, 0.54, 0.92, 0.86, 0.51, 0.51, 0.29, 0.49, 0.40, 0.39, 0.49, -1.70, 0.21, -1.43, -0.08, -0.42, 1.54, 0.31, -1.98, -1.28, -0.44, 0.26, -0.07, -0.10, -1.41, -1.97, 0.28, -0.18, -1.42, -1.17, -0.59, 0.78, 1.76, 2.09, -1.66, -1.66, -1.69, 2.03, -1.72, -1.88, -1.83, 0.47, 0.35, 0.36, 0.21, 0.36, 0.39, 0.45, 0.71, 0.01, 0.51, 0.42, 0.36, 0.38, 0.19, 0.50, 0.55, 0.23, 0.37, 0.47, 0.38, 0.54, 0.42, 0.40, 0.28, 0.51, 0.59, 0.30, 0.11, 0.57, 0.38, -0.16, 0.30, 0.77, 0.40, 0.55, 0.36, 0.32, 0.55, 0.06, 0.45, 0.37, 0.56, 0.21, 0.81, 0.29], "charge": 3, "lumo_ev": [-9.15, -11.06], "fmax_ev_per_a": 0.6, "homo_energy_ev": [-15.78, -15.78], "orbital_gap_ev": [6.636, 4.725], "multiplicity": 6}

{"formula": "C6H6O3Tm", "method": "ωB97M-V/def2-TZVPD", "species": ["O", "C", "O", "C", "H", "H", "C", "H", "H", "H", "C", "C", "C", "O", "Tm", "H"], "coordinates": [[3.32775, 1.14302, -0.67161], [3.38511, -0.08305, -0.21915], [4.34764, -0.83996, -0.33586], [-1.58100, -0.53866, -0.22513], [-1.64061, -1.51435, 0.28546], [-1.50951, -0.77421, -1.29952], [-2.80580, 0.31146, 0.07137], [-2.81220, 1.22219, -0.54302], [-3.71995, -0.25596, -0.14678], [-2.83377, 0.61151, 1.12737], [2.13164, -0.31292, 0.54032], [0.95405, -0.65522, 0.00479], [-0.27216, 0.07185, 0.17249], [-0.23475, 1.25945, 0.62448], [1.89759, 2.15948, 0.33342], [1.36598, -1.80465, 0.28136]], "mulliken_charge": [-0.51, 0.98, -0.54, -0.26, 0.34, 0.32, -1.20, 0.31, 0.37, 0.32, -0.67, -0.02, 0.81, -0.71, 1.14, 0.32], "charge": 1, "lumo_ev": [-5.66, -6.15], "fmax_ev_per_a": 5.3, "homo_energy_ev": [-12.59, -11.93], "orbital_gap_ev": [6.926, 5.782], "multiplicity": 3}

{"formula": "C32H40GeIrN7S2", "method": "ωB97M-V/def2-TZVPD", "species": ["Ir", "C", "C", "N", "N", "C", "N", "S", "C", "C", "C", "C", "C", "N", "H", "H", "H", "H", "H", "H", "H", "H", "H", "H", "N", "N", "C", "N", "S", "H", "H", "H", "H", "H", "C", "C", "C", "C", "C", "C", "Ge", "C", "C", "C", "C", "C", "C", "C", "C", "C", "C", "C", "C", "H", "H", "H", "H", "H", "H", "H", "H", "H", "H", "H", "H", "H", "H", "H", "C", "C", "C", "C", "C", "H", "H", "H", "H", "H", "H", "H", "H", "H", "H"], "coordinates": [[-1.09307, -0.20912, 0.32577], [-5.05276, 1.12984, -1.09093], [-3.63181, 0.72576, -0.87039], [-3.11272, 0.34289, 0.23453], [-3.80346, 0.23583, 1.41341], [-3.20383, -0.30495, 2.51061], [-3.93368, -0.39024, 3.61127], [-1.59129, -0.87343, 2.50484], [-2.66397, 0.69793, -1.99974], [-3.05314, 0.98119, -3.29012], [-2.12369, 0.87299, -4.32497], [-0.84353, 0.46564, -4.03426], [-0.51043, 0.19601, -2.70879], [-1.38194, 0.33146, -1.71343], [-5.61214, 1.28892, -0.17285], [-5.56872, 0.36097, -1.67064], [-5.09831, 2.06014, -1.65647], [-4.77683, 0.50087, 1.43613], [-4.90033, -0.11032, 3.66135], [-3.51155, -0.75389, 4.45162], [-4.07253, 1.26598, -3.50812], [-2.41812, 1.09022, -5.34324], [-0.09507, 0.34835, -4.80598], [0.47925, -0.14929, -2.43509], [-1.42333, 3.03347, -0.32527], [-0.86056, 3.95588, 0.54225], [-0.45003, 3.57840, 1.76993], [0.06707, 4.54186, 2.53029], [-0.58080, 1.99720, 2.37013], [-0.87090, 2.99794, -1.17574], [-2.37070, 3.32213, -0.54845], [-0.60099, 4.86740, 0.19346], [0.17593, 5.49161, 2.21269], [0.42656, 4.29629, 3.43663], [2.61909, 4.56087, -0.53214], [1.91480, 3.85323, -1.49644], [1.54759, 2.53314, -1.25761], [1.86657, 1.89650, -0.05625], [2.58360, 2.62124, 0.89812], [2.95917, 3.93838, 0.66190], [1.44245, 0.01831, 0.34502], [2.29071, -1.02427, -1.09572], [2.33579, -2.41430, -0.97169], [2.98592, -3.20101, -1.91081], [3.61384, -2.60246, -2.99717], [3.60259, -1.22266, -3.12472], [2.94924, -0.43833, -2.17683], [2.40737, -0.52074, 1.94387], [1.83819, -0.72893, 3.19733], [2.62352, -1.13036, 4.27312], [3.98655, -1.31708, 4.10529], [4.56792, -1.09820, 2.86425], [3.78431, -0.70835, 1.78773], [2.92625, 5.58133, -0.72291], [1.67611, 4.31763, -2.44647], [1.02988, 1.99503, -2.04430], [2.85517, 2.15153, 1.83628], [3.53166, 4.47502, 1.40838], [1.88745, -2.88606, -0.10356], [3.02144, -4.27658, -1.78967], [4.12823, -3.21140, -3.72910], [4.11758, -0.75202, -3.95245], [2.98163, 0.63997, -2.27517], [0.78434, -0.55179, 3.36293], [2.16723, -1.28952, 5.24195], [4.59765, -1.62929, 4.94209], [5.63281, -1.23731, 2.72973], [4.25127, -0.55589, 0.82119], [-1.05184, -4.19620, -1.16586], [-1.24590, -3.30173, 0.07517], [-0.40692, -3.89080, 1.22564], [-2.73638, -3.30800, 0.45559], [-0.79758, -1.91834, -0.31843], [-1.33806, -5.22131, -0.93024], [-0.00782, -4.19613, -1.48498], [-1.66812, -3.85777, -2.00321], [-0.84875, -4.84441, 1.51751], [-0.37381, -3.24802, 2.10479], [0.61373, -4.08656, 0.90152], [-3.11043, -4.33137, 0.40807], [-3.32297, -2.71068, -0.24874], [-2.89922, -2.94275, 1.46544], [-0.25252, -1.91756, -1.26890]], "mulliken_charge": [2.02, -1.97, 0.79, 0.31, -0.56, 0.65, -0.37, -0.61, 0.76, -0.84, -0.95, -1.18, -0.17, 0.23, 0.51, 0.37, 0.40, 0.18, 0.20, 0.24, 0.55, 0.45, 0.58, 0.27, -0.22, -0.48, 0.48, -0.32, -0.18, 0.18, 0.32, 0.28, 0.21, 0.22, -0.81, -0.82, -0.19, 0.43, -0.59, -0.70, 0.70, -0.19, -0.56, -0.70, -0.75, -0.74, 0.27, 0.39, -0.20, -0.91, -0.58, -0.87, -0.36, 0.43, 0.46, 0.57, 0.39, 0.46, 0.47, 0.51, 0.42, 0.49, 0.38, 0.30, 0.44, 0.41, 0.44, 0.46, -1.84, 1.99, -1.48, -1.42, -1.51, 0.48, 0.36, 0.40, 0.53, 0.20, 0.39, 0.53, 0.26, 0.22, 1.12], "charge": 2, "lumo_ev": -6.67, "fmax_ev_per_a": 0.7, "homo_energy_ev": -13.16, "orbital_gap_ev": 6.489}

{"formula": "C23H41LuN2P3S", "method": "ωB97M-V/def2-TZVPD", "species": ["Lu", "P", "P", "P", "H", "C", "C", "H", "C", "C", "C", "C", "C", "C", "C", "C", "C", "H", "H", "H", "H", "H", "H", "H", "H", "H", "H", "H", "H", "H", "H", "H", "H", "H", "H", "H", "H", "H", "H", "H", "H", "H", "H", "H", "H", "H", "C", "C", "C", "C", "C", "C", "S", "H", "H", "H", "H", "H", "H", "N", "C", "C", "C", "C", "C", "N", "C", "H", "H", "H", "H"], "coordinates": [[0.97535, 0.13806, -0.97290], [-0.05872, -1.68078, 0.79761], [0.89598, -1.83365, -2.90015], [-1.73362, 3.00591, 2.91624], [-0.22960, 3.70912, -1.83171], [-0.17875, 3.26483, -0.82070], [0.90727, 2.24149, -0.71657], [1.63489, 2.40407, -1.55866], [-1.80602, -2.21079, 0.70128], [0.83256, -3.28370, 0.69524], [0.13685, -1.30603, 2.57426], [1.43828, -1.25779, -4.54961], [1.91365, -3.34608, -2.69329], [-0.72349, -2.59070, -3.29226], [-2.22900, 4.24909, 4.10618], [-0.09031, 2.40025, 3.30415], [-2.92649, 1.66364, 2.92802], [-0.00373, 4.10248, -0.12822], [1.47791, 2.43760, 0.19137], [-1.93987, -3.19041, 1.17901], [-2.11308, -2.27260, -0.35189], [-2.44086, -1.46680, 1.20124], [0.53028, -3.92023, 1.53499], [1.91836, -3.12406, 0.74013], [0.59354, -3.78942, -0.24919], [0.09312, -2.23640, 3.15298], [-0.66584, -0.63615, 2.90401], [1.10468, -0.82275, 2.76630], [2.40530, -1.72307, -4.78030], [1.55275, -0.16479, -4.54676], [0.68937, -1.54286, -5.29995], [1.25872, -4.22661, -2.67040], [2.49400, -3.30197, -1.76340], [2.60350, -3.41504, -3.54426], [-0.65737, -2.98999, -4.31349], [-1.52625, -1.84669, -3.25057], [-0.94461, -3.39701, -2.58022], [-3.04812, 3.84709, 4.71659], [-2.56740, 5.14994, 3.57838], [-1.37612, 4.49975, 4.74764], [0.00087, 2.30685, 4.39871], [0.66281, 3.11253, 2.94035], [0.08449, 1.42386, 2.82752], [-3.59100, 1.82997, 3.78891], [-2.42019, 0.69148, 3.01856], [-3.51402, 1.68327, 2.00082], [-2.16860, 1.73490, -1.65967], [-3.16962, 0.80207, -1.36916], [-3.62722, -0.05675, -2.36814], [-3.02929, -0.01407, -3.63156], [-1.91256, 0.77908, -3.87751], [-1.46118, 1.65266, -2.88088], [-1.95283, 3.02958, -0.45737], [-1.73874, 3.49392, 1.55760], [-3.61939, 0.81304, -0.37718], [-4.47429, -0.72158, -2.16078], [-3.45107, -0.60285, -4.44435], [-1.41041, 0.77536, -4.85654], [-0.60839, 2.28615, -3.09696], [3.36579, 0.54407, 4.93247], [3.45736, 0.23862, 3.80602], [3.54622, -0.15150, 2.41301], [4.16060, -1.34657, 2.01805], [4.15335, -1.71622, 0.67518], [3.47910, -0.90865, -0.23912], [2.80525, 0.20379, 0.17305], [2.91767, 0.64105, 1.46172], [4.65754, -1.95433, 2.76932], [4.64712, -2.62647, 0.34833], [3.52352, -1.09098, -1.31908], [2.48999, 1.61074, 1.68757]], "mulliken_charge": [1.40, 0.94, 0.77, 1.19, 0.59, -1.35, -0.75, 0.47, -1.11, -1.23, -0.70, -1.32, -1.43, -1.14, -1.20, -0.70, -0.88, 0.62, 0.24, 0.46, 0.24, 0.33, 0.54, 0.20, 0.31, 0.57, -0.01, -0.09, 0.51, 0.31, 0.44, 0.43, 0.26, 0.52, 0.54, -0.04, 0.45, 0.42, 0.42, 0.41, 0.48, 0.45, -0.27, 0.46, 0.13, 0.24, 0.56, -0.47, -0.58, -0.85, -0.28, -0.65, -0.01, -0.36, 0.38, 0.45, 0.41, 0.56, 0.49, -0.36, -0.18, 0.02, -0.07, -0.98, -0.35, -0.35, -0.07, 0.56, 0.49, 0.88, 0.63], "charge": 3, "lumo_ev": -9.55, "fmax_ev_per_a": 2.7, "homo_energy_ev": -16.27, "orbital_gap_ev": 6.720}

{"formula": "C8H10F5IN2O3ReSbSe4Te", "method": "ωB97M-V/def2-TZVPD", "species": ["Re", "N", "C", "C", "C", "O", "O", "H", "H", "H", "H", "H", "H", "Se", "Sb", "Se", "Se", "Se", "I", "C", "C", "C", "C", "N", "C", "H", "H", "H", "H", "F", "Te", "F", "F", "F", "F", "O"], "coordinates": [[-0.69554, -0.28193, -0.05375], [1.36793, -1.06521, -0.96108], [1.76749, -2.46195, -0.74164], [1.59199, -2.88795, 0.73161], [0.12014, -2.68671, 0.96340], [-0.73493, -3.48166, 0.63869], [-0.19788, -1.44017, 1.25968], [1.26606, -0.89745, -1.96646], [2.09506, -0.42802, -0.63623], [2.80730, -2.61934, -1.04227], [1.15017, -3.10484, -1.37323], [2.19371, -2.27067, 1.39435], [1.86378, -3.93607, 0.84381], [-3.75807, -2.93076, -1.50895], [-4.34539, 1.21398, -1.12867], [-3.14279, 0.42276, 0.92062], [-1.70927, -2.53867, -1.43825], [-6.16396, 1.92957, -2.44138], [3.79317, 0.93748, 4.01599], [2.15326, 1.63121, 2.90522], [1.79364, 2.97289, 2.86063], [0.70901, 3.34006, 2.08283], [0.03304, 2.37760, 1.34759], [0.37733, 1.09438, 1.40725], [1.39432, 0.72649, 2.17423], [2.35082, 3.70831, 3.41707], [0.39707, 4.36919, 2.02703], [-0.79726, 2.65635, 0.71346], [1.61710, -0.32689, 2.23515], [-2.72620, 2.40142, -2.20620], [-1.31038, 1.05612, -3.27075], [0.60233, 0.57083, -3.26453], [-3.24484, -0.11974, -2.64515], [-1.07063, -1.10193, -3.25758], [-0.36092, 2.61625, -2.56122], [-1.18665, 0.55512, -1.44128]], "mulliken_charge": [0.50, -0.44, -0.74, -0.20, 0.28, -0.56, -0.26, 0.25, 0.29, 0.49, 0.33, 0.21, 0.43, -0.06, 1.36, -0.13, 0.52, -0.21, 0.21, -0.70, -0.03, -0.95, 0.02, -0.05, 0.26, 0.46, 0.44, 0.42, 0.16, -0.60, 1.22, -0.47, -0.58, -0.54, -0.46, 1.10], "charge": 2, "lumo_ev": [-9.05, -9.06], "fmax_ev_per_a": 3.1, "homo_energy_ev": [-14.68, -14.68], "orbital_gap_ev": [5.631, 5.628]}

{"formula": "C2HN3O2", "method": "ωB97M-V/def2-TZVPD", "species": ["O", "C", "N", "C", "O", "H", "N", "N"], "coordinates": [[0.85862, 2.27770, 0.27543], [1.08945, 1.14650, -0.07128], [1.62814, -0.00073, -0.26213], [0.95709, -1.14855, -0.00516], [-0.22401, -1.29070, 0.50090], [1.60565, -1.95051, -0.40565], [-3.45184, 0.26880, -0.26881], [-2.46309, 0.69749, 0.23671]], "mulliken_charge": [-0.36, 0.72, -0.39, 0.20, -0.51, 0.34, -0.13, 0.13], "charge": 0, "lumo_ev": -0.46, "fmax_ev_per_a": 11.4, "homo_energy_ev": -10.95, "orbital_gap_ev": 10.494, "smiles": "O=C=NC=O.N#N"}